# C3H4OS2

C3H4OS2 in the gas phase in a non-equilibrium geometry (ωB97M-V with the def2-TZVPD basis set, the OMol25 dataset).

Calculated values
SMILES string = C=CC(=S)SO
highest occupied orbital energy = -0.323 Ha
LUMO = -0.75 eV
energy = -988.2503 a.u.
gap between HOMO and LUMO = 8.040 eV

```
10
Properties=species:S:1:pos:R:3:lowdin_charge:R:1
C -1.40077 0.37192 0.30973 0.03
C -0.17868 0.88119 0.09392 -0.29
C 1.18996 0.31837 0.09356 -1.17
O 0.17653 -2.01912 -0.39798 -0.45
S 2.34383 1.45459 0.21289 0.68
S 1.57914 -1.32798 0.10110 0.93
H -2.31473 0.94715 0.44943 0.07
H -1.51427 -0.66052 0.47874 0.03
H -0.17146 2.05232 0.04250 0.11
H 0.29045 -2.01792 -1.38389 0.07
```